Entry 1:
Density functional theory data (ωB97M-V/def2-TZVPD) for one molecule with the formula C9H14N2Si.

Properties
structure (SMILES): C[Si](C)(C)/N=N/c1ccccc1
ΔE to the lowest compared entry with this formula, charge and spin: 0.0 kJ/mol
gap between HOMO and LUMO: 7.90 eV

Each line ends with the Mulliken charge.
Cartesian coordinates (Å):
N  -0.28539  -0.31515  -0.23606  -0.2501
N  0.24181  0.61595  0.45629  -0.0706
C  0.71468  -0.75922  -4.35290  -0.5911
C  -0.34209  -1.43295  -3.82380  -0.3518
C  1.44497  -0.00124  -3.42263  -0.2239
C  -0.57648  -1.31355  -2.44296  -0.2053
C  1.22081  0.16129  -2.10227  -0.2021
C  0.12022  -0.54094  -1.54494  0.1243
C  0.21325  -1.15333  2.75179  -1.0235
C  -2.07658  0.80705  2.08991  -0.9981
C  0.78050  1.86858  2.95231  -1.0088
Si  -0.18375  0.55193  2.09646  0.3506
H  0.87457  -0.67477  -5.40709  0.4074
H  -1.12155  -1.98972  -4.40257  0.2985
H  2.23574  0.66118  -3.77981  0.2745
H  -1.43958  -1.84303  -1.99767  0.3249
H  1.68696  1.00019  -1.55290  0.3436
H  -0.14346  -1.23914  3.78565  0.3495
H  1.30940  -1.20731  2.74654  0.2882
H  -0.22074  -1.93545  2.21189  0.3449
H  -2.41692  1.78251  1.75123  0.3261
H  -2.36942  0.54648  3.13945  0.2735
H  -2.54904  0.06400  1.44944  0.3125
H  0.84766  2.80320  2.43080  0.3017
H  0.26996  2.04712  3.90594  0.3183
H  1.76445  1.49628  3.29790  0.2867

Entry 2:
Density functional theory data (ωB97M-V/def2-TZVPD) for one molecule with the formula C3H4N2OS.

Properties
ΔE to the lowest compared entry with this formula, charge and spin: 96.2 kJ/mol
gap between HOMO and LUMO (alpha / beta): 6.65 / 6.35 eV
2S+1: 3

Each line ends with the Mulliken spin population.
Cartesian coordinates (Å):
C  -0.15337  0.45904  -0.27509  0.5789
C  -0.03350  -1.73817  0.54801  -0.0676
C  -0.72367  1.75755  -0.57232  -0.0177
N  -0.92918  -0.83036  0.19445  0.4620
N  1.26494  -1.30297  0.44931  0.0704
O  -0.25989  -2.89863  0.87230  0.4549
S  1.50259  0.17015  -0.19000  0.4474
H  -1.35668  1.82263  0.28286  0.0326
H  -1.43698  1.84090  -1.42148  0.0397
H  0.04609  2.53098  -0.59200  0.0027
H  2.07965  -1.81112  0.70396  -0.0033

Entry 3:
Density functional theory data (ωB97M-V/def2-TZVPD) for C31H21CdIN6O9S as an isolated structure.

Properties
total charge: -2
gap between HOMO and LUMO: 5.98 eV

Each line ends with the Mulliken charge.
Cartesian coordinates (Å):
Cd  -0.02298  -0.49291  0.75177  1.4617
C  0.07617  3.79141  2.56051  -1.0513
C  1.42877  3.23599  2.23740  0.6295
N  2.43353  4.05878  2.12253  -0.7383
C  3.65140  3.56386  1.84909  -0.9596
C  3.92064  2.23422  1.64578  0.9285
C  5.34552  1.80794  1.38503  -0.8859
O  5.91015  1.08658  2.46970  -0.5614
C  2.85171  1.29905  1.74863  0.0255
C  3.04247  -0.09456  1.55277  -0.6445
N  2.10542  -0.96903  1.72056  -0.1700
C  2.31876  -2.32018  1.57530  0.6916
C  3.12426  -2.89099  0.58461  0.0216
C  3.24282  -4.26296  0.47871  -0.8630
C  2.56337  -5.10137  1.34759  -0.5016
C  1.76694  -4.55634  2.34298  -0.4472
C  1.64984  -3.18706  2.43787  -0.4675
I  0.51905  -2.31661  3.98892  0.1235
C  1.53646  1.79451  2.08583  0.6839
O  0.52455  1.07369  2.28794  -1.0127
H  0.09925  4.87834  2.52838  0.3542
H  -0.23530  3.45430  3.55116  0.2696
H  -0.65015  3.40684  1.84374  0.1572
H  4.43725  4.30714  1.79171  0.3000
H  5.99006  2.68446  1.25962  0.3545
H  5.40865  1.21350  0.46088  0.3059
H  5.23334  0.48195  2.79454  0.4522
H  4.04894  -0.45283  1.29628  0.6218
H  3.60837  -2.24285  -0.13010  0.3638
H  3.86243  -4.68407  -0.30121  0.3920
H  2.65112  -6.17741  1.26279  0.3597
H  1.22557  -5.19874  3.02020  0.3889
O  -6.12472  -4.71158  -3.25892  -0.5038
C  -6.23104  -4.14438  -2.01869  0.6848
O  -7.33577  -4.03260  -1.53452  -0.6186
C  -4.99021  -3.73752  -1.35619  0.9169
C  -5.10069  -3.28211  -0.03260  -0.6366
C  -3.99608  -2.92320  0.69244  -0.7113
C  -2.71608  -2.98613  0.12094  0.4487
S  -1.33726  -2.72034  1.12287  -0.3483
C  -2.60092  -3.41382  -1.21007  -1.0324
C  -3.70949  -3.78821  -1.93264  -0.6246
H  -5.20033  -4.73400  -3.53723  0.2880
H  -6.09018  -3.24020  0.39870  0.3975
H  -4.08151  -2.60118  1.71864  0.3957
H  -1.61583  -3.45412  -1.65354  0.4240
H  -3.55834  -4.12812  -2.95434  0.1163
O  0.98304  -1.55365  -0.95302  0.0659
N  0.64684  -1.15501  -2.12636  -0.6838
C  1.56841  -1.11203  -3.07085  0.4964
C  2.92555  -1.45948  -2.91583  0.2609
N  4.02624  -1.76172  -2.76224  -0.6122
C  1.23120  -0.69577  -4.36691  0.1493
N  1.03907  -0.37998  -5.45748  -0.5881
O  0.34846  1.30830  -0.53915  -0.8555
C  -0.86486  1.57240  -0.43311  0.8825
O  -1.70301  0.82919  0.11443  -0.9385
C  -1.32849  2.90759  -0.97844  0.0266
C  -0.37814  3.74454  -1.55287  -0.3573
C  -0.72517  5.01051  -1.99570  -0.7565
C  -2.02455  5.45680  -1.86485  -0.3434
C  -2.98164  4.61275  -1.30145  -0.0839
C  -2.64065  3.33562  -0.85889  -0.0908
N  -4.31987  5.08407  -1.16853  1.0132
O  -4.59890  6.17737  -1.66054  -0.6482
O  -5.13376  4.39114  -0.57161  -0.6083
H  0.63214  3.37351  -1.62136  0.4580
H  0.02809  5.65032  -2.43021  0.3859
H  -2.32196  6.44803  -2.17589  0.4638
H  -3.38795  2.68834  -0.42548  0.5848

Entry 4:
Density functional theory data (ωB97M-V/def2-TZVPD) for one molecule with the formula C2H3N3OS.

Properties
structure (SMILES): Oc1n[nH]nc1S
ΔE to the lowest compared entry with this formula, charge and spin: 78.3 kJ/mol
gap between HOMO and LUMO: 9.44 eV

Each line ends with the Mulliken charge.
Cartesian coordinates (Å):
C  -0.57189  0.78669  -0.03264  0.5402
C  0.26102  -0.40358  -0.02153  0.3873
H  0.52331  2.16522  0.64839  0.3392
H  -2.56122  -1.53563  -0.06747  0.2413
H  2.26723  -1.47563  -0.20118  0.1433
N  -1.82360  0.39842  -0.05092  -0.5434
N  -1.76631  -0.95794  0.05423  0.2793
N  -0.51584  -1.45994  0.04322  -0.6002
O  -0.17816  2.05638  -0.04607  -0.5171
S  1.98758  -0.23547  -0.00074  -0.2699

Entry 5:
Density functional theory data (ωB97M-V/def2-TZVPD) for one molecule with the formula C9H14O2Si.

Properties
structure (SMILES): C[Si@@]1(c2ccco2)CCCCO1
ΔE to the lowest compared entry with this formula, charge and spin: 85.4 kJ/mol
gap between HOMO and LUMO: 9.52 eV

Each line ends with the Mulliken charge.
Cartesian coordinates (Å):
C  -3.77731  0.99423  0.00162  -0.5593
C  -2.50311  1.04422  -0.60313  0.0469
C  -3.75560  -0.10316  0.80718  -0.4187
C  -1.79117  -0.02454  -0.12484  -0.0420
C  2.24580  1.22041  0.68959  -0.6080
C  2.43518  -0.24873  1.06455  -0.6114
C  1.82662  1.42176  -0.76336  -0.4258
C  1.08628  -0.92641  1.27042  -0.8244
C  0.14627  -2.07296  -1.60862  -1.0392
O  -2.56887  -0.72360  0.73480  -0.3176
O  0.63711  0.77238  -1.11631  -0.3400
Si  -0.02552  -0.56266  -0.46238  0.0932
H  -4.59021  1.67828  -0.13758  0.3952
H  -2.14272  1.76395  -1.30871  0.5477
H  -4.49236  -0.52972  1.45952  0.4599
H  1.47303  1.64202  1.33463  0.2899
H  3.17168  1.77911  0.84312  0.3650
H  3.00036  -0.75654  0.27924  0.2806
H  3.02125  -0.31402  1.98626  0.3314
H  1.65897  2.49062  -0.94461  0.2795
H  2.62451  1.07487  -1.43324  0.3150
H  1.20031  -1.98987  1.45371  0.4225
H  0.57594  -0.47931  2.11954  0.3792
H  1.18777  -2.35419  -1.74163  0.3070
H  -0.37784  -2.93450  -1.20831  0.3357
H  -0.26638  -1.86165  -2.59149  0.3377

Entry 6:
Density functional theory data (ωB97M-V/def2-TZVPD) for C30H34AsCl5CoGe2S4Te as an isolated structure.

Properties
total charge: -2
ΔE to the lowest compared entry with this formula, charge and spin: 0.0 kJ/mol
gap between HOMO and LUMO (alpha / beta): 6.42 / 5.28 eV
2S+1: 2

Each line ends with the Mulliken spin population.
Cartesian coordinates (Å):
Co  0.06614  0.39017  1.81574  -0.0001
S  3.14893  3.47386  5.21605  0.1422
As  2.20800  1.74009  4.45587  -0.0406
S  3.56316  0.27602  3.66313  -0.0026
S  0.73421  2.24410  2.91791  0.0568
S  0.98244  0.90624  6.03227  0.8270
C  0.21749  4.29778  -1.54756  0.0001
C  0.80172  3.31463  -0.52065  0.0044
Ge  -0.46916  1.93344  0.14022  0.0123
C  -2.01096  3.10574  0.66258  0.0014
C  -2.99180  3.42721  -0.47664  -0.0002
C  -1.18477  1.02502  -1.45664  -0.0004
C  -1.56706  -0.25339  -1.39000  -0.0008
Ge  -0.96840  -1.16653  0.33717  -0.0108
C  -2.52857  -2.11130  1.16720  0.0008
C  -3.15917  -3.30221  0.43123  -0.0001
C  0.28365  -2.71804  -0.01077  0.0002
C  0.35345  -3.54912  -1.30252  0.0001
C  -2.39060  -0.85221  -2.49231  0.0003
C  -2.59701  -2.22727  -2.59545  0.0003
C  -3.35768  -2.78907  -3.61425  -0.0004
C  -3.95908  -1.97888  -4.56660  -0.0001
C  -3.79524  -0.60022  -4.47056  0.0001
C  -3.03353  -0.05087  -3.44906  -0.0001
H  0.98662  4.98096  -1.92529  0.0001
H  -0.57615  4.91177  -1.10801  0.0000
H  -0.21000  3.77587  -2.41192  -0.0001
H  1.13954  3.84754  0.37325  -0.0010
H  1.68049  2.83036  -0.94508  0.0001
H  -1.56974  4.02166  1.07092  -0.0001
H  -2.55247  2.63688  1.48839  -0.0001
H  -2.47944  3.85542  -1.34374  0.0000
H  -3.75982  4.14468  -0.16282  0.0000
H  -3.50227  2.52219  -0.81816  0.0000
H  -1.38374  1.61664  -2.36168  0.0003
H  -3.29938  -1.37825  1.42076  -0.0001
H  -2.12080  -2.46544  2.11993  -0.0023
H  -3.67808  -2.99424  -0.47751  0.0000
H  -3.89070  -3.81023  1.06987  0.0000
H  -2.40330  -4.04557  0.14952  0.0000
H  0.11054  -3.38240  0.84234  0.0003
H  1.27948  -2.31255  0.15267  0.0006
H  -0.51451  -4.20122  -1.43713  0.0000
H  1.23398  -4.20310  -1.28364  0.0000
H  0.43409  -2.91791  -2.19504  0.0000
H  -2.15693  -2.86238  -1.84859  0.0004
H  -3.48795  -3.86674  -3.65759  0.0000
H  -4.56057  -2.40935  -5.35851  0.0000
H  -4.27374  0.05471  -5.19210  0.0000
H  -2.94429  1.02691  -3.38319  0.0000
C  2.24373  0.10751  -1.21212  -0.0028
Te  2.49329  -0.11013  0.97806  0.0041
C  3.74483  1.59178  0.58911  0.0011
C  4.35302  1.31199  -0.75752  -0.0023
C  5.64374  1.70937  -1.09588  0.0000
C  6.19285  1.36816  -2.32742  0.0000
C  5.45315  0.61084  -3.22692  0.0000
C  4.16638  0.20105  -2.89279  0.0001
C  3.60117  0.54860  -1.66828  0.0022
H  1.49109  0.86569  -1.40519  0.0000
H  1.90875  -0.81588  -1.69000  0.0000
H  4.47246  1.66336  1.38916  0.0013
H  3.12758  2.48487  0.60772  -0.0006
H  6.22762  2.28337  -0.38328  0.0000
H  7.20355  1.67690  -2.57409  0.0000
H  5.88143  0.32610  -4.18107  0.0000
H  3.58804  -0.39454  -3.59125  0.0000
Cl  -2.08906  0.65313  3.06073  -0.0023
C  -1.23098  -0.62335  3.88199  0.0001
C  -0.05672  -1.01669  3.23866  -0.0126
C  0.56405  -2.10412  3.87538  0.0091
Cl  1.97638  -2.86287  3.21726  0.0002
C  0.06993  -2.67476  5.06241  0.0070
Cl  0.89610  -3.99641  5.82215  0.0000
C  -1.08838  -2.18903  5.66277  -0.0148
Cl  -1.69335  -2.87267  7.13504  -0.0001
C  -1.76184  -1.14533  5.04686  0.0228
Cl  -3.22581  -0.50836  5.71452  -0.0004

Entry 7:
Density functional theory data (ωB97M-V/def2-TZVPD) for C3H6NO4S as an isolated structure.

Properties
total charge: +1
gap between HOMO and LUMO (alpha / beta): 7.50 / 6.57 eV
2S+1: 3

Each line ends with the Mulliken spin population.
Cartesian coordinates (Å):
C  1.17763  -0.69815  0.08854  -0.0027
C  1.57194  -1.83771  -0.76180  0.0052
C  -1.65002  1.71971  -0.92499  0.0565
N  -0.03345  0.38774  2.73255  0.8274
O  1.42316  -0.58392  1.26344  0.0366
O  -0.37828  -0.55219  3.20490  0.4879
O  -1.07933  0.85338  1.40590  0.5593
O  0.30962  0.11499  -0.54845  -0.0028
S  -0.33966  1.46238  0.19824  0.0319
H  2.24810  -2.56031  -0.39057  0.0002
H  0.65665  -2.28383  -0.90443  -0.0004
H  1.85337  -1.40632  -1.75616  0.0000
H  -1.44707  1.07919  -1.74140  0.0008
H  -2.63675  1.45150  -0.49480  -0.0005
H  -1.67590  2.85356  -1.37099  0.0006